No. 1
{
  "formula": "C48H53AsIN4O2P2Zn",
  "method": "the ωB97M-V functional and the def2-TZVPD basis",
  "elements": ["Zn", "C", "P", "C", "C", "C", "P", "C", "C", "H", "H", "H", "H", "H", "H", "H", "H", "H", "H", "H", "H", "H", "H", "H", "H", "C", "C", "C", "C", "C", "C", "As", "C", "C", "C", "C", "C", "C", "C", "C", "C", "C", "C", "C", "H", "H", "H", "H", "H", "H", "H", "H", "H", "H", "H", "H", "H", "O", "C", "N", "C", "C", "O", "N", "C", "C", "C", "C", "C", "C", "C", "C", "C", "C", "C", "C", "H", "H", "H", "H", "H", "H", "H", "H", "H", "H", "H", "C", "C", "C", "C", "N", "H", "H", "H", "H", "H", "H", "H", "H", "H", "I", "C", "C", "C", "C", "C", "N", "H", "H", "H", "H"],
  "positions_angstrom": [[0.69119, -1.05354, -0.38413], [2.80636, 2.20765, 1.95236], [1.72407, 0.72333, 1.79622], [2.93572, -0.55467, 2.33982], [0.73688, 0.83658, 3.34043], [-0.41008, 1.85572, 3.34135], [-0.82707, 2.65634, 1.72014], [-1.91029, 1.41935, 0.91584], [-2.11237, 3.79793, 2.38706], [3.70293, 2.06751, 1.34662], [3.10896, 2.34955, 2.99300], [2.28546, 3.09908, 1.59966], [3.35364, -0.31070, 3.32074], [3.74813, -0.61201, 1.61305], [2.46090, -1.53532, 2.38199], [1.43161, 1.02788, 4.16472], [0.32986, -0.16054, 3.48302], [-0.16911, 2.68854, 4.00761], [-1.31177, 1.37122, 3.72538], [-2.58891, 0.94649, 1.62987], [-1.31446, 0.64758, 0.41903], [-2.48337, 1.92612, 0.13610], [-2.84786, 3.26165, 2.99404], [-2.63161, 4.28042, 1.55867], [-1.64849, 4.57601, 2.99495], [-3.16352, 4.52265, -3.95948], [-2.82252, 4.64662, -2.61846], [-1.78998, 3.88511, -2.09274], [-1.06949, 3.00441, -2.89594], [-1.42332, 2.87770, -4.23379], [-2.46467, 3.63294, -4.76162], [0.38709, 1.99447, -2.02384], [1.35605, 1.50977, -3.65356], [1.17907, 0.33400, -4.36695], [1.91620, 0.11135, -5.52459], [2.84232, 1.05731, -5.95762], [3.04717, 2.21858, -5.22677], [2.30903, 2.44786, -4.06786], [2.48211, 3.60261, -3.15591], [3.44870, 4.59743, -3.28432], [3.53448, 5.60130, -2.32963], [2.66708, 5.60252, -1.24024], [1.70949, 4.60303, -1.10956], [1.59988, 3.60466, -2.06930], [-3.97260, 5.11196, -4.37319], [-3.36711, 5.33155, -1.97940], [-1.53818, 3.97767, -1.04157], [-0.88833, 2.18528, -4.87228], [-2.72974, 3.52114, -5.80624], [0.50229, -0.40820, -3.96418], [1.77716, -0.80719, -6.08267], [3.41858, 0.87951, -6.85839], [3.78946, 2.93743, -5.55504], [4.13769, 4.59304, -4.12171], [4.28479, 6.37671, -2.42671], [2.74219, 6.38187, -0.49101], [1.05599, 4.59446, -0.24152], [1.14101, -3.07269, 0.56056], [0.22871, -2.98566, 1.39944], [-0.28085, -4.02261, 2.11855], [-1.23932, -3.53385, 3.08616], [-1.25643, -2.01434, 2.68219], [-1.97918, -1.20876, 3.23833], [-0.37965, -1.81210, 1.67386], [-2.63446, -4.10753, 2.88460], [-2.98920, -4.70652, 1.68226], [-4.28377, -5.16887, 1.48270], [-5.23591, -5.03130, 2.48056], [-4.88777, -4.42235, 3.67969], [-3.59628, -3.96226, 3.87966], [-0.73714, -3.75529, 4.51007], [-0.41756, -5.05579, 4.89766], [0.06147, -5.32533, 6.16804], [0.22324, -4.29066, 7.08179], [-0.10512, -2.99751, 6.70979], [-0.58496, -2.72787, 5.43202], [0.16972, -4.91998, 2.14291], [-2.25773, -4.78569, 0.88922], [-4.54776, -5.62324, 0.53628], [-6.24662, -5.38562, 2.32233], [-5.62736, -4.29864, 4.46065], [-3.33185, -3.47838, 4.81134], [-0.56055, -5.87327, 4.19920], [0.30638, -6.34228, 6.44730], [0.59977, -4.49518, 8.07584], [0.01362, -2.18412, 7.41450], [-0.85240, -1.71801, 5.15293], [-1.37857, -2.02221, -3.53325], [-1.55782, -1.24966, -2.19803], [-2.05619, -2.26830, -1.15612], [-2.70615, -0.24081, -2.41830], [-0.35688, -0.53698, -1.80912], [-2.14988, -2.78634, -3.68586], [-0.39874, -2.50620, -3.53585], [-1.42825, -1.34046, -4.38839], [-2.99160, -2.75262, -1.46415], [-2.22853, -1.76417, -0.20217], [-1.30185, -3.05114, -1.00971], [-3.60116, -0.70158, -2.85570], [-2.36288, 0.55003, -3.08956], [-2.98170, 0.21955, -1.46654], [2.64822, -3.31503, -2.44941], [3.44536, -1.42110, -2.08226], [4.59086, -1.05354, -2.78042], [5.09160, 0.22025, -2.59417], [4.42522, 1.08505, -1.74261], [3.28579, 0.62855, -1.11068], [2.81070, -0.61445, -1.24959], [5.05209, -1.75227, -3.46238], [5.97429, 0.54257, -3.13213], [4.74459, 2.10776, -1.59617], [2.70182, 1.28714, -0.47936]],
  "atomic_forces_ev_per_a": [[-0.11, -0.02, -0.11], [-0.03, 0.01, -0.01], [0.08, -0.32, -0.02], [0.03, 0.09, 0.06], [0.01, 0.05, -0.04], [-0.10, -0.02, -0.01], [0.00, 0.02, -0.04], [0.05, -0.02, 0.11], [-0.06, -0.03, 0.02], [0.02, 0.04, 0.01], [0.02, 0.01, 0.00], [-0.01, -0.05, 0.01], [0.02, -0.02, 0.00], [0.00, 0.00, 0.00], [-0.05, 0.03, -0.01], [0.00, -0.02, 0.01], [-0.03, -0.09, 0.00], [0.01, 0.01, 0.01], [-0.03, 0.06, 0.03], [0.00, 0.02, 0.01], [-0.02, 0.05, -0.04], [0.00, 0.00, -0.02], [0.00, 0.01, -0.01], [-0.02, 0.02, -0.03], [0.01, 0.01, 0.01], [0.01, 0.00, 0.02], [-0.02, -0.01, -0.02], [-0.02, 0.01, -0.01], [0.02, -0.14, 0.10], [-0.01, 0.02, -0.01], [0.02, -0.02, 0.01], [0.22, -0.19, 0.42], [0.02, -0.01, 0.01], [0.15, -0.04, -0.09], [0.08, 0.09, 0.00], [-0.04, -0.06, 0.01], [0.04, -0.03, 0.03], [0.04, 0.12, 0.08], [-0.01, -0.08, -0.08], [0.00, 0.00, 0.00], [-0.04, -0.03, 0.05], [0.03, 0.00, -0.04], [0.03, -0.01, 0.04], [-0.06, 0.12, -0.28], [-0.01, 0.00, 0.00], [0.00, 0.01, 0.00], [0.04, 0.02, 0.03], [0.02, 0.00, 0.01], [0.00, 0.00, -0.01], [-0.08, 0.04, 0.07], [0.00, -0.01, 0.00], [0.00, 0.01, -0.01], [-0.01, 0.00, -0.01], [0.00, 0.00, 0.00], [0.00, 0.01, 0.00], [0.01, 0.01, 0.01], [-0.04, -0.01, -0.03], [0.13, 0.13, -0.19], [0.06, 0.13, -0.05], [0.02, -0.08, -0.05], [-0.02, -0.01, 0.06], [-0.01, -0.19, -0.19], [-0.05, 0.11, 0.06], [0.02, 0.22, 0.37], [0.05, 0.01, -0.02], [-0.05, 0.02, -0.03], [0.02, 0.02, 0.02], [0.01, 0.01, 0.01], [0.00, 0.00, -0.03], [0.00, -0.02, 0.04], [-0.03, 0.00, 0.01], [-0.03, -0.01, 0.02], [0.01, 0.02, 0.00], [-0.02, 0.00, -0.02], [0.02, -0.01, -0.01], [0.05, 0.00, -0.01], [0.02, 0.02, 0.05], [0.00, -0.01, 0.00], [0.00, -0.01, 0.00], [-0.01, -0.01, 0.00], [-0.01, 0.00, 0.01], [0.00, 0.00, -0.01], [-0.01, -0.01, -0.01], [0.00, -0.01, 0.00], [0.00, 0.00, 0.01], [0.00, 0.01, 0.01], [-0.01, 0.00, 0.01], [0.07, 0.01, -0.01], [-0.14, 0.03, 0.02], [0.02, 0.00, 0.01], [0.04, 0.01, 0.00], [-0.31, 0.09, -0.31], [-0.05, 0.02, 0.01], [-0.03, -0.06, 0.01], [0.08, 0.02, 0.01], [0.00, 0.00, -0.01], [0.02, -0.02, 0.00], [0.02, 0.00, 0.01], [0.00, -0.04, 0.02], [-0.04, -0.05, 0.01], [0.00, 0.02, -0.02], [-0.02, -0.02, 0.03], [0.00, 0.04, -0.14], [-0.06, -0.02, 0.01], [0.04, 0.01, -0.07], [-0.10, 0.04, 0.01], [0.08, 0.02, 0.04], [0.03, -0.03, 0.14], [0.01, 0.00, 0.01], [0.00, -0.01, 0.00], [0.00, 0.01, -0.01], [0.01, -0.06, -0.06]],
  "total_charge": -1,
  "lumo_ev": 2.18,
  "total_energy_ev": -196629.1370,
  "homo_lumo_gap_ev": 4.89,
  "homo_ev": -2.709
}


No. 2
{
  "formula": "C48H53F3N3O",
  "method": "the ωB97M-V functional and the def2-TZVPD basis",
  "elements": ["C", "C", "C", "C", "C", "C", "C", "C", "C", "C", "C", "C", "N", "N", "N", "C", "C", "C", "C", "C", "C", "C", "C", "C", "C", "C", "C", "C", "C", "C", "C", "C", "C", "F", "F", "F", "C", "C", "C", "C", "H", "H", "H", "H", "H", "H", "H", "H", "H", "H", "H", "H", "H", "H", "H", "H", "H", "H", "H", "H", "H", "H", "H", "H", "H", "H", "H", "H", "H", "H", "H", "H", "H", "H", "H", "H", "H", "H", "H", "H", "C", "O", "C", "C", "C", "C", "C", "C", "C", "C", "C", "C", "C", "C", "C", "H", "H", "H", "H", "H", "H", "H", "H", "H", "H", "H", "H", "H"],
  "positions_angstrom": [[5.20185, 1.51156, 1.14490], [4.59381, 0.62186, 2.22360], [5.24381, 0.82315, 3.59429], [4.58771, -0.85162, 1.79323], [5.79154, -1.51803, 1.56732], [5.80086, -2.85708, 1.18511], [4.60264, -3.55841, 1.05767], [3.38441, -2.92609, 1.29353], [2.05982, -3.67737, 1.13498], [2.09753, -5.10268, 1.69336], [1.60229, -3.65647, -0.31692], [3.38771, -1.56080, 1.62312], [2.12543, -0.88270, 1.82951], [1.52503, -0.90829, 3.03832], [0.45368, -0.08279, 2.90796], [-0.39384, 0.14417, 4.05901], [-0.12737, 1.24101, 4.90126], [1.07968, 2.16270, 4.66823], [2.06658, 2.11918, 5.83737], [0.65347, 3.58963, 4.32709], [-1.01744, 1.50569, 5.94312], [-2.13314, 0.69495, 6.14889], [-2.32804, -0.43751, 5.35887], [-1.44628, -0.74802, 4.32472], [-1.65914, -2.00284, 3.47050], [-2.70793, -1.77752, 2.38450], [-2.00316, -3.24395, 4.30141], [0.32413, 0.38022, 1.59912], [-0.83712, 1.07817, 1.11763], [-1.19614, 0.93289, -0.24873], [-2.29189, 1.58393, -0.78540], [-3.08835, 2.36574, 0.04142], [-4.25505, 3.09225, -0.55737], [-4.84711, 3.94845, 0.31531], [-3.87494, 3.82379, -1.65702], [-5.22905, 2.21626, -0.98766], [-2.80887, 2.49712, 1.39780], [-1.68872, 1.88270, 1.92957], [1.41009, -0.11954, 0.88194], [1.83156, -0.02489, -0.42724], [4.66017, 1.36956, 0.20231], [5.11797, 2.56701, 1.42691], [6.25974, 1.27597, 0.97499], [3.53979, 0.90277, 2.32344], [4.74495, 0.19673, 4.34480], [6.30993, 0.55984, 3.58188], [5.14360, 1.86901, 3.91244], [6.72647, -0.96717, 1.68579], [6.74781, -3.36226, 0.99084], [4.60213, -4.60783, 0.76231], [1.33237, -3.11347, 1.73451], [2.45145, -5.10271, 2.73015], [1.08645, -5.52659, 1.68348], [2.74981, -5.75521, 1.10061], [1.53072, -2.62562, -0.68405], [2.31631, -4.19525, -0.95443], [0.61820, -4.12868, -0.41605], [1.59666, 1.75480, 3.79228], [2.37816, 1.08522, 6.03109], [2.96480, 2.70266, 5.59678], [1.62195, 2.52232, 6.75675], [-0.00137, 3.59707, 3.44698], [0.11294, 4.05839, 5.15967], [1.53199, 4.20185, 4.09067], [-0.83528, 2.37140, 6.58540], [-2.84526, 0.93700, 6.93870], [-3.17896, -1.09816, 5.53792], [-0.69241, -2.18856, 2.98388], [-2.45469, -0.90926, 1.76308], [-2.77165, -2.65676, 1.73080], [-3.69630, -1.59854, 2.83022], [-1.27937, -3.38569, 5.11120], [-3.00702, -3.16860, 4.73699], [-1.97329, -4.13392, 3.66085], [-0.58574, 0.28212, -0.87033], [-2.51629, 1.48304, -1.84247], [-3.45708, 3.08464, 2.03612], [-1.45295, 2.02331, 2.98459], [1.29235, 0.64595, -1.07888], [2.73456, -0.54983, -0.72152], [0.50327, 1.47823, -10.79500], [0.38245, 2.37324, -9.66389], [-0.50017, 2.09261, -8.66933], [-0.49895, 2.98751, -7.56739], [-1.26284, 2.72276, -6.46087], [-2.08952, 1.55932, -6.37486], [-2.76130, 1.30628, -5.15942], [-3.51803, 0.15602, -4.81134], [-4.52246, 0.28645, -3.80853], [-5.29468, -0.79390, -3.41526], [-5.12268, -2.04456, -4.02812], [-4.14455, -2.19950, -5.02103], [-3.31647, -1.13754, -5.37406], [-2.19384, 0.75952, -7.55387], [-1.37287, 0.97391, -8.64916], [1.27128, 1.94976, -11.40995], [0.83621, 0.47839, -10.48315], [-0.43908, 1.41425, -11.35605], [0.13607, 3.86704, -7.62865], [-1.25390, 3.41093, -5.61687], [-2.77062, 2.12747, -4.44365], [-4.69572, 1.27673, -3.38064], [-6.05221, -0.66148, -2.63987], [-5.74480, -2.88913, -3.73245], [-4.03715, -3.15947, -5.52987], [-2.51124, -1.29046, -6.09114], [-2.94664, -0.02503, -7.60887], [-1.39326, 0.28528, -9.50173]],
  "atomic_forces_ev_per_a": [[0.00, 0.02, -0.22], [-0.42, -0.41, -0.09], [-0.02, -0.15, 0.10], [-0.18, 0.46, 0.16], [-0.08, -0.13, -0.09], [-0.03, 0.01, 0.01], [0.07, 0.16, 0.01], [-0.43, -0.01, -0.21], [0.16, 0.26, 0.44], [0.06, 0.10, 0.09], [-0.02, 0.12, -0.31], [0.16, -0.23, 0.30], [-0.88, 0.29, 0.66], [-1.27, 1.80, -0.20], [2.29, -1.68, -0.89], [-0.10, -0.13, 0.71], [0.29, 0.19, -0.27], [-0.17, -0.49, -0.27], [0.00, -0.16, 0.07], [-0.13, 0.09, -0.09], [-0.09, -0.10, -0.08], [0.09, -0.06, -0.06], [0.05, 0.14, 0.07], [-0.09, -0.13, -0.48], [0.39, 0.18, 0.10], [-0.11, 0.20, -0.19], [0.13, 0.08, 0.06], [-0.98, 0.11, 2.02], [-1.15, 0.71, -0.38], [0.39, -0.04, 0.32], [0.21, -0.06, 0.39], [-0.41, 0.34, -0.08], [-0.31, 0.22, 0.10], [0.33, -0.63, -0.83], [-0.48, -0.53, 0.60], [0.57, 0.73, 0.09], [0.23, -0.20, -0.13], [0.58, -0.44, -0.13], [1.91, -1.01, -1.53], [-0.41, 0.15, 0.80], [0.14, 0.06, 0.12], [0.08, -0.15, -0.02], [-0.15, 0.08, 0.05], [0.13, 0.12, 0.00], [0.15, 0.10, -0.11], [-0.21, 0.09, 0.00], [0.09, -0.18, -0.10], [-0.23, -0.22, -0.03], [-0.24, 0.14, 0.07], [0.09, 0.27, 0.12], [0.01, -0.22, -0.16], [-0.02, -0.06, -0.16], [0.19, 0.02, -0.06], [-0.15, 0.08, 0.11], [-0.03, -0.21, 0.03], [-0.14, 0.04, 0.11], [0.13, 0.01, -0.01], [0.06, 0.16, 0.09], [-0.05, 0.20, 0.02], [-0.22, -0.07, 0.08], [0.10, -0.05, -0.18], [0.12, 0.09, 0.18], [0.14, -0.06, -0.15], [-0.16, -0.09, 0.11], [-0.09, -0.31, -0.18], [0.22, -0.09, -0.18], [0.27, 0.24, 0.02], [-0.22, -0.11, 0.01], [-0.11, -0.19, 0.10], [-0.03, 0.14, 0.14], [0.18, -0.05, -0.09], [-0.14, 0.00, -0.09], [0.18, -0.06, -0.07], [-0.07, 0.17, 0.13], [-0.21, 0.16, 0.10], [-0.04, -0.02, 0.10], [0.09, 0.02, -0.08], [-0.21, -0.04, -0.43], [0.40, -0.12, -0.18], [-0.18, 0.27, -0.11], [0.00, 0.11, 0.03], [-1.33, -0.56, 1.14], [0.87, -0.06, -0.38], [0.00, 0.02, -0.10], [0.09, 0.14, -0.15], [-0.15, 0.12, 0.20], [-0.10, 0.18, -1.19], [-0.38, -0.91, 0.54], [0.32, 0.19, -0.13], [-0.14, -0.10, -0.05], [0.25, 0.52, -0.13], [0.10, 0.10, -0.06], [-0.36, 0.15, -0.07], [0.42, -0.15, -0.36], [-0.14, -0.09, -0.05], [-0.18, -0.19, 0.04], [-0.11, 0.32, 0.02], [0.23, 0.07, 0.21], [-0.11, -0.16, 0.06], [0.13, -0.15, -0.14], [0.08, -0.09, 0.01], [0.03, -0.34, 0.04], [0.26, -0.03, -0.27], [0.18, 0.22, -0.09], [0.11, 0.27, 0.29], [-0.19, -0.08, 0.32], [0.29, 0.18, 0.00], [-0.19, 0.41, 0.38]],
  "total_charge": 1,
  "lumo_ev": -5.38,
  "total_energy_ev": -65298.7726,
  "homo_lumo_gap_ev": 2.57,
  "homo_ev": -7.944
}


- Which formula does entry 1 have?
  C48H53AsIN4O2P2Zn